# C3H8NO2

A structure of composition C3H8NO2 in a non-equilibrium geometry (wB97M-V/def2-TZVPD, OMol25).

Properties
**Frontier orbital gap**: 11.76 eV
**DFT total energy**: -324.070277 hartree
**Net charge**: +1
**LUMO energy**: -3.94 eV

Positions of all 14 atoms, in Å:
C -0.367 -0.658 2.230
C 0.953 -0.037 2.042
C 0.059 0.527 -2.198
N -0.759 0.069 -3.097
O 1.422 0.563 1.100
O 0.072 0.054 -1.002
H -0.884 0.097 2.911
H -0.360 -1.567 2.834
H 1.401 0.292 3.044
H 0.715 1.372 -2.553
H -0.758 0.344 -4.029
H -1.347 -0.648 -2.746
H 0.921 0.422 -0.018
H -1.068 -0.831 1.482